DFT (ωB97M-V with the def2-TZVPD basis set) results for a structure of composition C5H8LiO3 in a non-equilibrium geometry.

The geometry in XYZ format:
```
17
C5H8LiO3 (ωB97M-V with the def2-TZVPD basis set)
O 0.095 0.297 0.017
C 1.299 1.097 -0.090
C 0.978 2.534 -0.426
H 1.830 0.994 0.866
H 1.951 0.648 -0.845
H 0.362 3.001 0.354
H 1.918 3.095 -0.514
H 0.432 2.597 -1.377
C -0.723 0.604 1.368
C -0.371 -0.217 2.448
H -1.215 1.577 1.399
H -0.723 0.035 3.453
H 0.472 -0.908 2.358
O -1.105 -1.483 -0.764
C -0.027 -0.949 -0.978
O 0.848 -1.030 -1.793
Li -1.810 -1.248 0.999
```

Output
* electronic energy: -11659.7661 eV
* HOMO energy (alpha / beta): -0.2033 / -0.3526 hartree
* orbital gap (alpha / beta): 5.555 / 9.461 eV
* multiplicity: 2

DFT (ωB97M-V with the def2-TZVPD basis set) results for a structure of composition C3H2IN2 in a non-equilibrium geometry.

The geometry in XYZ format:
```
8
C3H2IN2 (ωB97M-V with the def2-TZVPD basis set)
C 2.082 0.790 0.274
C 0.324 -0.500 -0.614
C 0.366 -0.025 0.772
N 2.509 0.677 -0.790
N 1.180 0.803 1.225
I 0.714 -2.317 -1.363
H 0.135 0.255 -1.271
H -0.595 -0.367 1.227
```

Output
* electronic energy: -14211.5799 eV
* HOMO energy (alpha / beta): -0.5905 / -0.5905 hartree
* orbital gap (alpha / beta): 8.005 / 8.003 eV
* charge: +1

DFT (ωB97M-V with the def2-TZVPD basis set) results for a structure of composition C10H24ClCoI2OP2 in a non-equilibrium geometry.

The geometry in XYZ format:
```
41
C10H24ClCoI2OP2 (ωB97M-V with the def2-TZVPD basis set)
I -4.665 -0.633 -2.530
I -3.926 1.783 -2.309
Co 0.611 -0.055 -0.875
P 0.324 -0.041 -2.991
C -1.132 0.052 -4.070
C 1.208 1.508 -3.416
H 2.030 -1.702 -3.084
H 1.197 -1.520 -4.695
H 0.384 -2.389 -3.376
C 1.077 -1.567 -3.608
H 2.159 1.523 -2.864
H 1.394 1.547 -4.495
H -0.832 0.028 -5.143
H -1.720 0.970 -3.904
H 0.583 2.372 -3.137
H -1.826 -0.780 -3.843
C -1.102 -0.365 -0.808
O -2.249 -0.539 -0.629
Cl 2.706 -0.717 -0.754
C -2.348 0.212 2.182
C -0.994 0.900 1.977
P 0.543 0.066 1.304
C 1.980 1.044 1.904
C 2.060 1.268 3.413
C 0.435 -1.607 2.064
C 0.053 -1.715 3.542
H -2.901 0.126 1.238
H -2.992 0.848 2.815
H -2.276 -0.783 2.630
H -1.159 1.728 1.274
H -0.688 1.386 2.911
H 2.868 0.506 1.545
H 1.959 2.009 1.368
H 2.203 0.336 3.979
H 2.921 1.917 3.593
H 1.179 1.806 3.788
H -0.315 -2.133 1.442
H 1.409 -2.084 1.843
H -0.790 -1.069 3.789
H -0.263 -2.753 3.732
H 0.898 -1.480 4.198
```

Output
* electronic energy: -97716.6139 eV
* HOMO energy (alpha / beta): -0.4419 / -0.5293 hartree
* orbital gap (alpha / beta): 3.349 / 3.901 eV
* charge: +2
* multiplicity: 5

What did the second record say?
DFT (ωB97M-V with the def2-TZVPD basis set) results for a structure of composition C3H2IN2 in a non-equilibrium geometry.

The geometry in XYZ format:
```
8
C3H2IN2 (ωB97M-V with the def2-TZVPD basis set)
C 2.082 0.790 0.274
C 0.324 -0.500 -0.614
C 0.366 -0.025 0.772
N 2.509 0.677 -0.790
N 1.180 0.803 1.225
I 0.714 -2.317 -1.363
H 0.135 0.255 -1.271
H -0.595 -0.367 1.227
```

Output
* electronic energy: -14211.5799 eV
* HOMO energy (alpha / beta): -0.5905 / -0.5905 hartree
* orbital gap (alpha / beta): 8.005 / 8.003 eV
* charge: +1

Q: Number 2 is which compound?
A: C3H2IN2

Q: electronic energy of number 2 (C3H2IN2)?
A: -14211.5799 eV

Q: The lowest electronic energy belongs to which entry?
A: C10H24ClCoI2OP2